Computed, not measured: a 19-piece molecular cluster, C78H207N13O32 overall, with ωB97M-V with the def2-TZVPD basis set.

Properties
E_tot in a.u.: -6214.7447
Lowest unoccupied orbital energy in eV: 0.40
Energy above the lowest of the compared OMol25 structures with the same formula, charge and spin in kJ/mol: 244.7
Multiplicity: 1
Net charge: 0
Kohn-Sham gap in eV: 8.42

The geometry in XYZ format:
```
330
Properties=species:S:1:pos:R:3:forces:R:3
O -0.59049 -7.97817 19.41124 0.441 -1.102 -0.066
H -1.27325 -7.30747 19.42621 -0.550 0.653 0.043
H 0.19976 -7.52269 19.70154 0.076 0.102 -0.044
O -2.28517 -5.90391 19.40324 0.074 -0.301 -0.253
H -3.01528 -5.58850 19.93587 -0.774 0.043 0.341
H -1.88963 -5.10978 19.04388 0.347 0.536 -0.246
O -0.45942 -3.74371 18.83096 -1.157 -0.071 0.547
H 0.08354 -3.15839 18.30293 0.549 0.385 -0.791
H 0.01133 -4.57714 18.82620 0.493 -0.413 0.262
O 1.86463 -8.56350 22.76678 -0.557 -1.102 -0.358
H 2.30256 -9.23253 23.29295 0.070 -0.351 0.089
H 1.97616 -7.75448 23.26604 0.129 1.078 0.876
O 1.41901 -5.71650 19.46469 -0.730 0.781 -0.280
H 2.16222 -5.28868 19.03944 0.323 0.101 -0.108
H 1.80890 -6.43319 19.96528 0.893 -0.877 0.213
O -4.52964 -5.18317 20.90350 0.152 0.554 -1.224
H -5.48006 -5.09989 20.82602 -0.168 -0.003 -0.109
H -4.38690 -5.47492 21.80391 -0.145 -0.608 1.315
C -2.10414 -9.22011 22.65320 0.700 1.124 -1.726
O -2.73810 -8.21893 23.40053 -1.160 -0.265 1.878
C -2.24754 -6.91696 23.26816 0.472 0.307 -1.125
C -3.10691 -5.87450 23.98644 -0.918 -2.640 -0.701
N -4.53020 -6.05287 23.57468 -0.183 1.799 0.303
C -5.35346 -5.09138 24.33258 -1.146 -0.255 -1.032
C -6.91015 -5.44011 24.15897 2.434 -0.104 0.516
O -6.95516 -6.81703 24.55752 -0.398 0.947 -0.302
C -8.24649 -7.37596 24.70514 0.179 0.125 0.248
H -1.02858 -9.23924 22.82904 0.153 -0.304 0.373
H -2.18968 -8.87275 21.62357 0.215 -0.250 -0.603
H -2.55233 -10.21369 22.65163 -0.252 0.297 0.932
H -2.17170 -6.67229 22.20868 -0.262 0.114 -0.494
H -1.21271 -6.81320 23.59443 0.310 -0.233 0.506
H -2.78460 -4.88546 23.66083 0.026 0.062 0.390
H -2.97437 -6.10417 25.04369 -0.077 0.675 0.388
H -5.03025 -6.90117 23.79926 1.139 -0.945 -0.008
H -5.11728 -4.07934 24.00382 -0.230 0.161 -0.061
H -5.07069 -5.17014 25.38232 -0.422 0.107 0.360
H -7.30933 -5.32733 23.15098 0.311 -0.066 -0.344
H -7.44207 -4.70503 24.76297 -0.385 -0.442 0.580
H -8.10407 -8.45621 24.67550 -0.214 0.068 0.201
H -8.96189 -7.08951 23.93426 0.183 0.107 -0.384
H -8.66016 -7.03295 25.65347 -0.163 -0.281 0.200
C -8.35761 -16.03992 23.72939 -0.298 1.200 -1.386
O -7.00340 -15.75387 23.94665 0.500 0.216 0.649
C -6.22525 -16.79234 24.47182 1.007 -0.678 0.262
C -4.74386 -16.29730 24.74183 -1.765 0.165 -2.102
N -4.13340 -16.08081 23.37733 -0.046 0.095 1.681
C -2.86578 -15.37552 23.47704 1.367 -0.134 -1.537
C -2.62753 -14.52609 22.22004 -0.478 1.311 0.608
O -3.33778 -13.25137 22.33687 0.063 0.353 -0.656
C -3.24580 -12.42887 21.17025 -0.896 -0.043 -0.773
H -8.82570 -15.05597 23.75832 -0.422 -0.100 0.542
H -8.88502 -16.76559 24.34854 0.478 0.003 0.441
H -8.50744 -16.29474 22.68023 0.052 -0.679 -0.180
H -6.20451 -17.63055 23.77536 0.412 -0.072 -0.515
H -6.73731 -17.25564 25.31518 0.194 0.393 0.759
H -4.16370 -17.00995 25.32804 -0.060 -0.173 -0.255
H -4.77118 -15.35028 25.28083 -0.134 0.091 0.236
H -4.73173 -15.52455 22.78346 -0.581 0.091 0.387
H -2.09188 -16.13787 23.38753 0.374 -0.113 0.299
H -2.61752 -14.81013 24.37526 -0.593 0.175 0.265
H -2.99057 -15.14320 21.39817 -0.056 0.296 -0.488
H -1.60505 -14.19177 22.04439 0.351 -0.828 0.124
H -3.76970 -11.47312 21.18401 -0.633 -0.044 1.349
H -3.75671 -12.88623 20.32297 0.212 -0.608 -0.123
H -2.30271 -12.03248 20.79400 0.986 -0.958 0.505
C 7.05112 -8.80249 20.41395 0.085 0.147 -0.535
O 5.98700 -9.10570 21.26166 -1.323 -1.336 1.197
C 5.19305 -8.07555 21.87263 2.610 1.503 -0.748
C 4.37186 -7.22550 20.92800 -2.353 -0.787 0.362
N 3.10386 -7.87246 20.43109 1.734 0.047 -1.493
C 3.46096 -9.02425 19.57290 -2.215 0.506 -0.911
C 2.16675 -9.60386 18.89808 1.084 -0.193 0.970
O 2.60647 -10.83946 18.39280 -0.486 -1.325 -0.810
C 1.59992 -11.56695 17.68490 -1.099 0.224 0.489
H 6.71129 -8.13894 19.61876 0.214 -0.020 -0.346
H 7.42368 -9.74544 20.01375 -0.462 -0.053 -0.322
H 7.96956 -8.39488 20.83635 -0.209 0.598 0.839
H 5.97133 -7.40342 22.23403 0.050 0.636 0.460
H 4.66122 -8.33998 22.78659 -0.143 -0.986 -0.473
H 4.95251 -6.84781 20.08639 -0.026 -0.197 -0.115
H 4.02750 -6.35360 21.48417 0.278 0.219 0.195
H 2.46795 -8.18382 21.15135 0.514 -0.086 0.629
H 3.99713 -9.84273 20.05324 -0.036 0.079 0.210
H 4.04438 -8.64991 18.73172 0.433 -0.010 0.062
H 1.75056 -8.94359 18.13720 0.169 0.069 -0.254
H 1.36013 -9.79632 19.60547 -0.127 0.192 0.389
H 1.81378 -12.58345 17.35461 1.406 0.349 -0.287
H 1.19532 -10.97888 16.86114 0.138 0.019 -0.155
H 0.76494 -11.84139 18.32957 -0.377 0.673 0.478
C -2.45139 0.19525 15.15470 0.599 0.230 -0.231
O -1.06193 0.09070 15.53414 -1.166 -0.899 1.152
C -0.79550 -1.19350 16.17481 1.226 0.671 -1.787
C 0.74326 -1.34102 16.24082 0.512 0.129 1.499
N 1.18436 -2.66060 16.72135 -1.194 -0.346 -0.650
C 0.98323 -3.65357 15.66327 1.071 -0.767 0.039
C 2.01281 -4.79536 15.87349 -0.341 0.183 -1.032
O 3.28557 -4.24086 15.94766 2.302 0.577 0.629
C 4.33928 -5.19022 16.30497 -1.050 1.575 0.158
H -2.64956 1.23531 14.89567 0.282 -0.075 -0.326
H -3.21852 -0.03249 15.89480 0.461 -0.312 0.656
H -2.65145 -0.47865 14.32167 0.038 0.165 -0.290
H -1.15406 -1.95613 15.48349 -0.274 -0.246 0.127
H -1.27711 -1.32181 17.14419 -0.004 0.237 0.141
H 1.15766 -0.65855 16.98285 -0.281 0.474 -0.023
H 1.27364 -1.11891 15.31482 -0.573 0.201 -0.479
H 2.18186 -2.67727 16.87888 0.256 0.451 0.176
H 1.18952 -3.22406 14.68293 0.239 0.246 -0.292
H -0.04351 -4.00782 15.57152 0.007 -0.314 0.493
H 2.15853 -5.36989 14.95873 -1.319 -0.909 0.237
H 1.81380 -5.34305 16.79465 -0.341 -0.504 -0.115
H 4.26355 -5.30440 17.38632 0.248 -0.390 0.155
H 5.27410 -4.68379 16.06469 -0.039 -0.105 0.028
H 4.29705 -6.15576 15.80093 -0.340 0.120 -0.213
C 3.98164 -7.61323 28.09524 -1.095 1.240 -0.876
O 3.33896 -6.71389 27.15458 0.425 -0.686 0.080
C 3.85366 -6.87350 25.84042 -0.593 1.067 0.185
C 3.24502 -5.76441 24.95517 1.948 0.348 0.606
N 2.11964 -6.20974 24.22691 -1.805 -0.271 -0.805
C 1.65881 -5.28660 23.18675 0.036 1.193 -0.247
C 1.50378 -3.79062 23.55386 2.223 0.395 0.405
O 2.83187 -3.12839 23.54124 -1.081 -2.126 -1.138
C 2.84423 -1.81161 23.97149 -0.125 -0.112 0.195
H 3.89265 -8.63011 27.71298 0.312 -0.160 0.193
H 3.39431 -7.48860 29.00497 0.327 -0.209 0.097
H 5.00521 -7.25816 28.21497 0.164 -0.442 0.211
H 3.60487 -7.85586 25.43896 -0.161 -0.230 -0.101
H 4.94003 -6.78791 25.81649 0.242 0.069 0.257
H 4.04184 -5.39122 24.31181 -0.143 -0.024 -0.347
H 2.89839 -4.90258 25.52544 0.750 0.073 0.653
H 1.42213 -6.20630 24.95737 -0.763 -0.531 -0.155
H 0.67780 -5.55748 22.79644 -0.013 -0.523 0.160
H 2.34541 -5.36557 22.34386 0.059 0.143 -0.094
H 1.15527 -3.67944 24.58064 -0.516 -0.040 0.133
H 0.83951 -3.27358 22.86140 -0.085 -0.011 -0.070
H 2.54578 -1.83079 25.01966 0.037 0.687 0.288
H 2.17368 -1.18522 23.38320 -0.208 0.217 -0.003
H 3.86686 -1.46159 23.83068 -0.052 0.130 0.205
C -9.13178 -12.23616 17.12627 0.292 0.050 -0.653
O -8.60035 -11.21373 16.32098 1.144 0.273 -0.469
C -7.16614 -11.28660 16.24089 -0.368 1.866 -0.420
C -6.69817 -10.03528 15.45567 0.927 -0.267 0.617
N -5.21839 -9.87955 15.49999 -0.342 -0.244 -1.080
C -4.72116 -8.55845 15.08230 0.528 -0.554 -1.647
C -4.77181 -8.26796 13.47455 -0.047 -0.202 2.479
O -3.80612 -8.99877 12.69651 -1.356 0.980 0.816
C -4.09308 -8.87362 11.31143 1.456 -1.410 0.163
H -10.09571 -12.46074 16.66964 -0.161 -0.190 0.562
H -9.18106 -11.91551 18.16687 -0.261 -0.111 0.135
H -8.46965 -13.09785 17.04156 -0.214 -0.401 0.211
H -6.83920 -12.20566 15.75454 0.056 -0.175 0.204
H -6.74135 -11.11390 17.22974 0.146 -0.726 0.329
H -7.10154 -9.18699 16.00866 -0.704 0.291 -0.315
H -7.06847 -10.10062 14.43259 0.016 0.300 0.013
H -4.91631 -10.06778 16.44520 0.105 0.079 0.310
H -3.68142 -8.43449 15.38507 0.234 -0.425 0.005
H -5.21032 -7.76487 15.64714 -0.586 0.498 -0.402
H -4.63199 -7.19388 13.35240 0.182 0.170 -0.044
H -5.80934 -8.47906 13.21557 -0.023 -0.345 -0.615
H -3.76620 -7.95016 10.83345 -0.512 0.464 0.386
H -5.10754 -9.19130 11.07051 -0.135 0.316 -0.051
H -3.39070 -9.60416 10.91007 -0.252 -0.248 -0.491
C -1.47596 -11.95554 15.76763 -0.530 0.366 1.290
O -1.79476 -12.36190 17.15726 1.055 0.064 -2.615
C -3.07539 -11.93450 17.54276 0.903 -1.064 1.554
C -2.97582 -10.57100 18.21460 -0.935 -1.022 -0.940
N -4.34000 -10.19298 18.53264 0.651 0.858 -1.251
C -4.40999 -8.86093 19.04443 -1.442 1.071 0.609
C -5.88371 -8.47167 19.30413 0.822 -0.240 -0.369
O -6.36395 -9.04148 20.46070 -0.843 -0.591 1.596
C -5.96224 -8.34287 21.61842 -0.074 -0.727 0.183
H -1.36026 -10.87443 15.69081 0.053 0.280 0.280
H -2.31365 -12.17588 15.10593 0.076 -0.473 -0.052
H -0.52841 -12.37319 15.42732 -0.249 -0.433 0.311
H -3.32721 -12.66250 18.31393 -0.241 -0.048 0.284
H -3.84871 -12.12079 16.79753 0.091 0.837 -0.479
H -2.49472 -9.90900 17.49461 -0.410 0.568 -0.024
H -2.29560 -10.58588 19.06617 0.087 -0.218 0.239
H -4.85517 -10.86551 19.08256 0.226 0.031 0.293
H -4.03706 -8.04547 18.42472 0.396 -0.569 -0.921
H -3.78262 -8.75987 19.93003 -0.125 0.191 0.585
H -6.55424 -8.88876 18.55277 0.348 0.200 -0.607
H -6.00090 -7.38866 19.34231 0.049 0.302 -0.111
H -6.31371 -7.31192 21.57693 0.228 0.221 0.008
H -4.88327 -8.42997 21.74622 0.142 0.506 0.080
H -6.41222 -8.82109 22.48843 -0.140 -0.066 -0.093
C -6.07961 -4.16404 17.06248 0.508 0.408 -0.585
O -5.29074 -3.46321 16.07851 0.345 -0.529 0.411
C -3.87366 -3.78212 16.07775 -0.486 0.512 -1.199
C -3.27874 -3.52383 14.66863 -0.300 -0.469 0.653
N -3.70188 -4.37812 13.57176 -0.149 -0.407 0.592
C -2.83244 -4.15163 12.44225 -0.827 0.123 -2.478
C -3.34109 -4.99925 11.22426 -0.038 -1.963 0.753
O -4.59123 -4.62546 10.73525 -1.613 0.977 -1.021
C -5.21250 -5.48816 9.73272 0.482 0.738 1.286
H -6.34046 -5.14490 16.66503 0.082 -0.222 0.256
H -7.00257 -3.61861 17.25933 0.036 0.209 -0.373
H -5.57171 -4.22076 18.02525 0.274 -0.280 -0.004
H -3.62197 -4.79832 16.38122 -0.443 -0.212 0.133
H -3.37561 -3.07580 16.74195 0.147 -0.052 0.278
H -2.21333 -3.74570 14.73009 0.236 0.432 0.393
H -3.43989 -2.47457 14.42127 0.183 0.286 0.021
H -4.62893 -4.10493 13.27842 -0.299 -0.156 0.035
H -1.76952 -4.31709 12.61809 -0.072 -0.540 0.265
H -2.89314 -3.10838 12.13235 0.075 0.504 -0.172
H -3.53542 -5.99582 11.62073 0.488 -0.436 0.558
H -2.70943 -5.22610 10.36539 0.927 0.801 0.071
H -4.62146 -5.60057 8.82380 0.269 0.222 -0.016
H -6.16895 -5.01939 9.50130 0.169 0.014 -0.033
H -5.40805 -6.48311 10.13265 0.059 -0.075 0.191
C 2.36148 -14.38859 20.04241 0.406 -0.431 0.056
O 1.57566 -13.90752 21.10862 0.103 0.015 -0.180
C 1.69143 -12.52570 21.34072 -1.628 0.756 0.334
C 0.76036 -12.17444 22.51028 1.620 -0.669 -1.140
N 1.33342 -12.81391 23.70068 -1.589 2.109 0.368
C 0.35252 -12.48104 24.80171 2.166 -1.909 0.246
C 0.85121 -13.04156 26.18990 -2.278 0.241 -1.870
O 0.56978 -14.46874 26.16459 0.021 1.478 1.164
C 0.77682 -15.08260 27.42652 1.736 -0.772 0.263
H 3.39679 -14.06507 20.15003 0.240 -0.109 0.123
H 2.07546 -14.09966 19.03107 -0.541 0.431 0.086
H 2.29373 -15.47600 20.07485 0.170 0.019 0.097
H 1.28552 -11.95196 20.50755 0.406 -0.018 -0.528
H 2.68860 -12.17655 21.60875 0.374 -0.288 -0.252
H -0.23431 -12.53741 22.25147 -0.343 -0.084 0.112
H 0.70682 -11.08587 22.52596 0.106 0.118 0.581
H 1.36931 -13.78165 23.41384 -0.181 -0.482 0.774
H -0.61328 -12.91298 24.53950 -0.311 -0.019 0.381
H 0.24714 -11.39690 24.84218 0.173 0.014 0.035
H 0.17516 -12.53429 26.87819 0.028 -0.272 0.650
H 1.86742 -12.71240 26.40686 0.281 -0.611 -0.115
H 0.72233 -14.57128 28.38760 -1.221 1.193 -0.335
H 1.84323 -15.29270 27.50861 0.371 -0.712 -0.341
H 0.22937 -16.01703 27.54992 -0.132 0.135 -0.508
C 4.75696 -3.99133 12.46959 -1.088 1.042 -0.179
O 3.45610 -4.57561 12.50731 0.732 -1.098 0.979
C 2.47833 -4.19091 11.54464 1.565 -0.444 -0.179
C 1.59846 -5.41745 11.34141 -0.777 0.113 -0.915
N 0.60471 -5.63816 12.35493 0.072 1.796 1.535
C -0.19983 -6.82716 12.37489 1.052 -0.642 0.217
C -0.82283 -7.08888 13.77734 -0.128 0.609 0.095
O 0.14649 -7.00138 14.85297 0.290 -0.291 -0.592
C -0.34739 -7.26844 16.16838 -0.685 0.195 -0.436
H 4.55735 -2.92112 12.52350 0.645 0.378 -0.040
H 5.35859 -4.20523 11.58620 -0.362 -0.211 -0.460
H 5.39254 -4.26302 13.31241 -0.637 -0.319 0.274
H 3.02156 -4.02659 10.61405 -0.110 0.057 -0.432
H 2.06563 -3.22193 11.82546 -0.712 -0.185 0.139
H 2.28813 -6.24694 11.18522 0.325 -0.388 0.311
H 1.08798 -5.36060 10.38002 -0.168 0.385 -0.209
H 1.07359 -5.58840 13.24811 0.005 0.074 0.244
H 0.49007 -7.61372 12.06919 -0.187 -0.984 0.239
H -0.94111 -6.78559 11.57685 -0.514 0.013 0.283
H -1.38952 -8.01999 13.77543 0.384 -0.486 0.022
H -1.60248 -6.34952 13.96067 -0.075 0.475 0.000
H 0.40378 -7.40353 16.94658 0.627 -0.341 -0.672
H -0.99381 -8.14529 16.13140 -0.084 -0.131 0.240
H -0.90037 -6.42693 16.58573 -0.530 0.270 -0.316
C 1.88215 0.09474 20.05186 -1.392 -0.361 0.272
O 0.66120 0.80067 20.14278 -0.720 0.851 0.867
C -0.26306 0.35729 21.14918 -0.946 -0.364 -0.915
C -0.98656 -0.97849 20.73897 1.261 2.348 1.015
N -2.27175 -1.07095 21.44618 1.121 -0.564 -1.332
C -2.92111 -2.26408 20.94852 -1.988 -0.611 0.670
C -3.76647 -2.05693 19.64896 0.438 0.106 0.662
O -4.45902 -0.80199 19.70589 0.008 -0.206 -0.621
C -4.79056 -0.26866 18.41152 0.498 0.059 0.538
H 1.69604 -0.69201 19.32078 0.666 -0.387 -0.048
H 2.03578 -0.33439 21.04199 0.794 -0.173 -0.058
H 2.67316 0.76741 19.72032 -0.020 -0.061 0.150
H -1.03466 1.12243 21.23464 -0.003 0.231 -0.441
H 0.09903 0.31103 22.17623 0.863 -0.244 -0.015
H -0.30383 -1.77329 21.03942 -0.405 -0.472 -0.185
H -1.01742 -0.90022 19.65222 -0.329 -0.423 -0.276
H -2.90863 -0.38278 21.07080 0.198 1.006 0.221
H -3.62243 -2.52500 21.74109 -0.210 -0.499 -0.025
H -2.21724 -3.08704 20.82438 -0.069 0.008 -0.144
H -4.53129 -2.82693 19.54777 0.292 -0.347 -0.020
H -3.04489 -2.13218 18.83547 -0.199 0.351 -0.562
H -5.38029 -0.89253 17.73987 -0.052 -0.673 0.314
H -3.84864 -0.05649 17.90567 -0.024 0.303 -0.169
H -5.38121 0.63551 18.55888 0.287 0.076 0.176
C 8.88767 1.30183 22.86185 1.184 -0.460 -0.210
O 8.15395 0.22409 23.38773 0.230 -0.392 0.015
C 6.75845 0.42220 23.36977 0.354 0.201 -1.346
C 6.21466 0.43676 21.91560 -1.404 -0.528 1.038
N 6.08556 -0.93638 21.32604 0.520 1.598 0.455
C 5.85287 -0.84019 19.88651 -0.105 -1.863 -0.146
C 5.72079 -2.35740 19.32489 0.044 2.017 0.627
O 4.38460 -2.82829 19.27788 1.077 -0.594 -1.220
C 3.71211 -2.97182 20.48825 -1.239 0.878 0.601
H 9.92865 1.10002 23.11430 -0.007 0.322 0.764
H 8.55197 2.28146 23.20203 -0.030 0.009 0.213
H 9.02079 1.32505 21.78026 -0.960 -0.090 -0.462
H 6.58141 1.35722 23.90126 -0.474 0.302 -0.189
H 6.27273 -0.37492 23.93259 0.202 -0.146 -0.094
H 6.67302 1.17016 21.25217 0.696 -0.083 -0.003
H 5.20947 0.84195 22.03189 -0.419 -0.135 -0.151
H 7.02740 -1.30084 21.34027 0.247 -0.433 0.584
H 6.69910 -0.31329 19.44565 0.203 -0.128 -0.565
H 4.98466 -0.22205 19.65802 -0.325 -0.345 0.030
H 6.35017 -3.02189 19.91686 -0.035 0.021 0.562
H 6.21095 -2.37382 18.35145 -0.794 -0.122 -0.433
H 2.71235 -3.35475 20.28346 -0.083 -0.088 -0.393
H 3.53979 -1.97283 20.88877 0.144 -0.051 0.556
H 4.08169 -3.62206 21.28115 0.907 -0.010 -0.222
C 8.11710 -12.50197 20.77537 -1.258 1.813 0.191
O 8.23208 -12.23443 19.37217 1.162 -0.309 1.009
C 7.19808 -12.74620 18.59542 -1.157 -0.256 -0.902
C 5.86668 -11.94765 18.59768 0.111 0.121 0.618
N 4.90720 -12.26089 17.57758 0.673 -1.550 -0.766
C 5.25335 -12.03915 16.16643 -1.438 -0.536 0.993
C 5.06016 -10.58192 15.88106 -0.426 0.510 -2.237
O 3.65287 -10.22227 15.78288 0.610 -1.967 0.840
C 3.34317 -8.91015 15.55065 0.385 1.759 -0.281
H 7.43251 -11.72637 21.11871 -0.604 -0.154 0.472
H 8.98318 -12.24525 21.38537 0.678 -0.459 -0.827
H 7.69113 -13.45575 21.08675 0.224 -0.328 -0.540
H 6.99220 -13.78012 18.87241 -0.123 -0.233 0.057
H 7.57763 -12.77235 17.57397 0.093 0.043 -0.061
H 6.06358 -10.87566 18.58457 0.557 0.342 0.341
H 5.28848 -12.18136 19.49164 0.386 0.305 0.538
H 4.08814 -11.69997 17.76361 -0.175 -0.117 0.119
H 4.53246 -12.68443 15.66441 -0.115 0.375 -0.646
H 6.21677 -12.43483 15.84494 0.238 0.366 0.385
H 5.43760 -10.36077 14.88269 0.565 0.252 -0.106
H 5.65546 -10.05135 16.62416 -0.425 0.674 0.167
H 2.32254 -8.63575 15.81732 -0.054 -0.445 0.589
H 3.37311 -8.55604 14.52021 0.357 -0.537 -0.718
H 4.05454 -8.25092 16.04810 -0.066 0.215 0.511
```
Forces are in eV/Å.